# 1
Density functional theory data (ωB97M-V/def2-TZVPD) for a single C6H10O molecule.

Geometry as XYZ:
```
17
Properties=species:S:1:pos:R:3
C -0.9813 -1.3887 1.6030
C -0.7969 -0.1306 1.2195
C -1.2371 0.3920 -0.1263
C -0.2111 0.1099 -1.2477
C 1.1555 0.5323 -0.7772
C 1.9106 -0.2370 0.0027
O 1.4983 1.8428 -0.9854
H -0.6656 -1.7479 2.5776
H -1.4337 -2.1182 0.9325
H -0.2799 0.5672 1.8769
H -2.1924 -0.0786 -0.3774
H -1.4031 1.4732 -0.0607
H -0.5086 0.6374 -2.1665
H -0.2130 -0.9584 -1.4847
H 1.5996 -1.2514 0.2221
H 2.7765 0.1659 0.5133
H 0.9820 2.1899 -1.7218
```

ΔE to the lowest compared entry with this formula, charge and spin	102.5	kJ/mol
spin multiplicity	1
M	98.1	g mol⁻¹
max |F|	0.41	eV/Å
HOMO level	-8.645	eV
gap between HOMO and LUMO	9.489	eV

In the Löwdin picture, each atom carries the following charge in e: number 1, C, carries -0.0084; number 2, C, carries -0.2068; number 3, C, carries -0.1960; number 4, C, carries -0.1445; number 5, C, carries -0.4336; number 6, C, carries 0.0480; number 7, O, carries 0.0313; number 8, H, carries 0.0545; number 9, H, carries 0.0639; number 10, H, carries 0.1070; number 11, H, carries 0.1097; number 12, H, carries 0.1104; number 13, H, carries 0.1139; number 14, H, carries 0.1187; number 15, H, carries 0.0631; number 16, H, carries 0.0693; number 17, H, carries 0.0994

=====

# 2
Density functional theory data (ωB97M-V/def2-TZVPD) for a single C6H10O molecule in a non-equilibrium geometry.

Geometry as XYZ:
```
17
Properties=species:S:1:pos:R:3
O 0.4796 -0.4508 0.9648
C 1.9557 -0.2938 0.6999
C 2.0579 0.5691 -0.4794
C 0.6644 0.7260 -1.0212
C -0.1500 -0.5474 -0.3725
C -1.5702 -0.5624 -0.4089
C -2.2798 0.0559 0.7095
H 2.3460 -1.3361 0.7154
H 2.9512 0.4041 -1.0915
H 2.1088 0.1938 1.6582
H 0.3872 0.9683 -2.0436
H 0.2343 1.4779 -0.3644
H 0.4741 -1.3120 -0.7978
H -2.0335 -0.7552 -1.3613
H -2.4135 -0.4995 1.6471
H -1.9028 1.0228 1.0738
H -3.3093 0.3393 0.4719
```

ΔE to the lowest compared entry with this formula, charge and spin	548.1	kJ/mol
spin multiplicity	1
M	98.1	g mol⁻¹
max |F|	3.55	eV/Å
HOMO level	-6.454	eV
gap between HOMO and LUMO	5.298	eV

In the Löwdin picture, each atom carries the following charge in e: number 1, O, carries -0.1712; number 2, C, carries -0.1876; number 3, C, carries -0.0643; number 4, C, carries -0.1024; number 5, C, carries -0.3318; number 6, C, carries -0.0603; number 7, C, carries -0.1166; number 8, H, carries 0.1316; number 9, H, carries 0.0817; number 10, H, carries 0.1177; number 11, H, carries 0.1100; number 12, H, carries 0.1097; number 13, H, carries 0.1360; number 14, H, carries 0.0996; number 15, H, carries 0.0886; number 16, H, carries 0.0888; number 17, H, carries 0.0704

=====

# 3
Density functional theory data (ωB97M-V/def2-TZVPD) for a single C6H10O molecule in a non-equilibrium geometry.

Geometry as XYZ:
```
17
Properties=species:S:1:pos:R:3
C 2.0527 0.5332 -0.1793
C 0.9219 -0.4735 -0.2467
C 0.0309 -0.6654 1.0229
C -1.2063 -0.3104 0.1608
O -2.4148 -0.9528 0.1911
C -1.0140 1.1811 -0.5077
C -0.3463 -0.0857 -0.9894
H 2.8201 0.2059 0.5312
H 1.6766 1.5127 0.1346
H 2.5278 0.6542 -1.1588
H 1.2826 -1.4364 -0.6210
H 0.3071 -0.0658 1.9021
H -0.0488 -1.7162 1.3157
H -2.9075 -0.6815 0.9766
H -1.8658 1.4267 -1.1375
H -1.1415 1.3375 0.5542
H -0.6746 -0.4635 -1.9489
```

ΔE to the lowest compared entry with this formula, charge and spin	309.2	kJ/mol
spin multiplicity	1
M	98.1	g mol⁻¹
max |F|	2.38	eV/Å
HOMO level	-8.046	eV
gap between HOMO and LUMO	8.849	eV

In the Löwdin picture, each atom carries the following charge in e: number 1, C, carries -0.0708; number 2, C, carries -0.3073; number 3, C, carries -0.0428; number 4, C, carries -0.4750; number 5, O, carries 0.0434; number 6, C, carries 0.0173; number 7, C, carries -0.2084; number 8, H, carries 0.0758; number 9, H, carries 0.0751; number 10, H, carries 0.0778; number 11, H, carries 0.1375; number 12, H, carries 0.1144; number 13, H, carries 0.1167; number 14, H, carries 0.1108; number 15, H, carries 0.0869; number 16, H, carries 0.0967; number 17, H, carries 0.1520

=====

# 4
Density functional theory data (ωB97M-V/def2-TZVPD) for a single C6H10O molecule in a non-equilibrium geometry.

Geometry as XYZ:
```
17
Properties=species:S:1:pos:R:3
C 2.2901 -0.1271 0.1514
C 0.8045 0.0270 0.5427
C 0.2181 1.2037 -0.1611
C -1.2598 1.2621 -0.1774
C -1.8769 0.0804 -0.0719
C -1.0755 -1.0928 0.3170
O -1.5047 -2.2737 -0.2766
H 2.4535 -0.1926 -0.9332
H 2.9021 0.7409 0.4798
H 2.7442 -1.0081 0.6064
H 0.6549 -0.1092 1.6044
H 0.3795 0.6288 -1.0768
H 0.7511 2.1628 -0.2340
H -1.7699 2.1640 -0.5009
H -2.8741 -0.0578 -0.4952
H -0.9181 -1.3209 1.3574
H -1.9189 -2.0876 -1.1319
```

ΔE to the lowest compared entry with this formula, charge and spin	335.5	kJ/mol
spin multiplicity	1
M	98.1	g mol⁻¹
max |F|	1.66	eV/Å
HOMO level	-7.869	eV
gap between HOMO and LUMO	8.608	eV

In the Löwdin picture, each atom carries the following charge in e: number 1, C, carries -0.1085; number 2, C, carries -0.1929; number 3, C, carries -0.2431; number 4, C, carries -0.0922; number 5, C, carries -0.1089; number 6, C, carries -0.1913; number 7, O, carries -0.0187; number 8, H, carries 0.0709; number 9, H, carries 0.0798; number 10, H, carries 0.0622; number 11, H, carries 0.0875; number 12, H, carries 0.1241; number 13, H, carries 0.1257; number 14, H, carries 0.1035; number 15, H, carries 0.1088; number 16, H, carries 0.0992; number 17, H, carries 0.0938